ORCA calculation (the ωB97M-V functional and the def2-TZVPD basis) on a molecular structure, C55H37Cl4LaN6O4S5 at a distorted geometry.

XYZ file:
```
112
Properties=species:S:1:pos:R:3:mulliken_charge:R:1
La -0.08204 0.49502 0.07868 1.51
Cl -2.33976 -8.05336 3.75739 -0.26
Cl -0.02621 7.85201 -5.33924 -0.28
Cl -9.51169 2.09557 0.61677 -0.26
Cl 7.09015 -4.89641 -3.29996 -0.26
S 1.43807 2.79917 1.16003 -0.17
S 3.44744 0.17883 5.79560 1.23
S 2.90867 0.41528 -0.42663 -0.36
S 2.42111 2.45049 -0.65064 -0.12
S -0.44210 3.44059 0.55315 -0.47
O 3.28385 0.58502 7.19823 -0.76
O 4.43765 -0.75897 5.33384 -0.70
O -0.14120 1.26354 4.28268 -0.78
O -0.59987 0.31675 2.30088 0.20
N -1.91161 1.33836 -1.52761 1.25
N 0.45216 0.12185 -2.77709 -0.23
N 1.22258 -1.91182 0.88682 -0.39
N 0.42052 -2.98808 -1.22942 0.47
N 1.99401 -0.41754 5.40030 -0.32
N -2.03148 -1.20698 0.17006 0.59
C 4.64146 2.77157 2.86521 -0.59
C -3.15873 -2.60380 1.54427 -1.36
C -0.36713 3.92552 -5.24067 0.24
C 0.52165 1.37316 -3.30086 0.46
C -5.19428 0.93322 0.13502 -1.25
C -7.85217 1.61487 0.40616 0.54
C -0.34239 6.02010 -3.43950 -1.32
C -7.53827 0.46755 -0.31718 -1.11
C -6.88749 2.45263 1.00478 -1.06
C 0.69963 -2.73497 -2.58576 0.08
C -0.20478 0.30553 3.52930 -0.36
C -3.92088 2.37887 -1.92158 -1.56
C -1.00214 -4.57582 1.26970 -0.58
C -3.22539 1.36777 -1.07309 0.07
C -2.33341 -6.59834 1.46141 -1.30
C 1.83794 1.51944 -4.01121 -1.69
C -0.47757 -4.83680 2.48423 0.20
C 0.30530 -1.09574 3.90867 0.57
C -6.21220 0.14001 -0.38707 0.47
C 3.74831 1.68744 4.86228 0.04
C 4.44125 -4.55372 -3.62649 -0.81
C -3.22802 -0.57870 0.53928 0.20
C -0.36538 5.19939 -5.75169 -1.06
C -1.80432 2.11020 -2.59483 0.04
C 4.00884 3.95697 3.21611 0.73
C -3.07371 2.81339 -2.76911 -1.76
C -0.91650 -3.32266 0.39853 4.13
C 5.63337 -3.95453 -3.30121 0.30
C -3.75848 0.61082 -0.08721 1.27
C -5.56029 2.07682 0.82825 0.16
C -0.33538 6.20617 -4.81563 0.65
C 5.58449 -2.59374 -2.86024 -1.08
C -2.01342 -5.46690 0.79003 -0.09
C -0.83255 -3.59383 -1.14418 -0.79
C 4.35322 -1.92200 -2.80989 -0.04
C -0.39912 -3.20730 -3.23809 -0.68
C -0.55792 2.31150 -3.30397 0.92
C 0.47287 -2.63976 0.15664 -1.68
C 1.57842 -0.54477 -3.13998 0.74
C -0.46889 4.70054 -3.00902 0.54
C 1.80818 -1.02578 4.08000 -0.02
C 3.14534 -2.55846 -3.15955 0.02
C -1.83448 -6.75011 2.71181 0.70
C 3.14971 2.88490 5.21330 -0.56
C -3.95360 -1.48027 1.28943 -1.39
C -1.39101 -3.62668 -2.34512 -1.30
C 4.06937 5.11600 2.29141 -1.24
C 4.51211 1.64422 3.74123 -0.28
C -1.98657 -2.35104 0.76494 0.24
C 3.27294 3.95753 4.38898 -0.37
C 2.52743 0.41699 -3.81301 -0.95
C 1.83332 -1.86120 -3.00242 0.22
C 3.23368 -3.88855 -3.52199 0.03
C -0.90166 -5.89580 3.26921 -1.19
C -0.50223 3.61595 -3.89411 -0.66
H 6.43313 -2.00024 -2.62699 0.46
H -4.80213 2.69199 1.25786 0.58
H -4.93347 -1.27336 1.62037 0.76
H -0.58477 -2.97707 -4.24782 0.51
H 0.33531 -4.17472 2.75230 0.46
H -0.49705 -5.99480 4.29658 0.37
H 2.57311 2.98135 6.11176 0.40
H 2.74716 4.92359 4.60907 0.23
H -0.24306 -1.38600 4.84238 0.46
H 3.46956 0.07054 -4.25753 0.53
H 2.00188 -1.55064 0.29375 0.05
H -7.18387 3.32722 1.56858 0.41
H 4.51074 -0.91355 -2.42167 0.33
H -8.30489 -0.05048 -0.84575 0.43
H 4.83485 4.90062 1.53682 0.33
H -0.34371 5.39770 -6.81540 0.41
H 2.33383 -4.48627 -3.78068 0.29
H -3.03273 -7.37365 1.16987 0.37
H 4.20363 6.08092 2.78088 0.43
H 1.23326 0.19605 5.66046 0.37
H -2.53361 -5.09842 -0.08389 0.29
H -0.42882 3.06523 -5.95133 0.30
H 2.17174 -0.48351 3.20812 0.12
H -2.40214 -3.96253 -2.57540 0.45
H -0.23397 6.87077 -2.77961 0.43
H 4.38975 -5.62166 -3.82545 0.35
H -4.96558 2.58769 -1.83202 0.46
H -5.91844 -0.75470 -0.95249 0.41
H 2.11722 2.41238 -4.58294 0.44
H 2.24118 -2.02227 4.06179 0.38
H -0.59716 4.52151 -1.91469 0.14
H -3.38776 -3.59735 1.97818 0.44
H 4.90872 0.66917 3.46017 0.43
H -0.03862 -1.71336 3.10339 -1.27
H 3.11575 5.08250 1.74088 0.18
H -3.18107 3.58128 -3.49240 0.57
H 5.18330 2.63690 1.96348 0.33
```

Values from the calculation:
energy above the lowest of the compared OMol25 structures with the same formula, charge and spin = 41.22 kcal/mol
energy = -6611.11202 Ha
total charge = -2
gap between HOMO and LUMO = 5.54 eV
E_HOMO = -2.12 eV

---

ORCA calculation (the ωB97M-V functional and the def2-TZVPD basis) on a molecular structure, C55H39Br2FeNO2P2.

XYZ file:
```
102
Properties=species:S:1:pos:R:3:mulliken_charge:R:1
Br -7.26723 0.61955 -1.11125 -0.23
Br -4.02344 -0.45039 3.38377 -0.20
Fe -0.22771 0.18705 0.08154 1.75
P 1.93258 1.32152 0.25108 1.35
P -0.87489 -2.14912 -0.06063 1.76
O -1.79049 0.21883 1.40007 -0.27
O 1.74755 -1.50327 -0.37309 1.83
N -1.95888 0.86430 -1.19123 1.51
C 4.27758 1.22280 -3.14133 -0.87
C -3.41360 -3.26000 0.46239 -0.70
C -2.36133 3.91425 2.77678 -0.79
C -2.97091 0.32135 0.88400 -0.48
C 4.37425 -0.01280 1.62530 -0.62
C 1.65478 0.68040 -2.47143 0.09
C 1.52614 -2.56421 -1.21869 -1.29
C -4.15441 0.07717 1.57396 0.25
C -0.43441 -2.98478 1.49954 0.17
C -2.44762 4.42729 1.51937 -0.94
C -4.73116 -3.54086 0.11732 -0.78
C 0.21483 -3.03336 -1.23692 0.12
C -4.40170 1.20717 -2.47002 -1.20
C 2.87602 -1.40397 0.45874 -0.59
C -0.06897 -2.21153 2.59912 0.00
C -0.46486 3.14078 0.80983 0.57
C 4.01863 4.87376 2.39442 -0.69
C -2.01265 1.23123 -2.44643 -0.56
C -3.03935 -2.38071 -1.74943 -0.40
C -0.71737 4.27378 -1.74447 -1.09
C -4.38724 0.81228 -1.11350 1.10
C 2.16230 -4.12549 -2.89852 -0.80
C -0.38200 -4.37598 1.58870 -0.39
C 0.40489 -4.20506 3.85557 -0.63
C -0.10946 -4.07190 -2.10143 -0.38
C -3.22576 1.42602 -3.12788 -1.36
C 3.40453 0.75524 -4.11355 -0.88
C 0.35168 -2.82206 3.77524 -0.88
C -1.32924 3.00296 3.09182 -0.97
C 2.51347 1.16732 -1.48596 0.51
C -5.20196 -3.24319 -1.15250 -0.50
C 2.50432 -3.08270 -2.04735 -0.43
C 0.86501 -4.62395 -2.92480 -0.88
C 5.04276 -1.13790 2.10804 -0.97
C 0.03472 -4.98333 2.76278 -0.80
C 3.48640 -2.54533 0.94902 -0.54
C 3.25438 -0.10430 0.79157 0.81
C -4.35560 -2.65620 -2.08842 -0.92
C 0.31544 3.34885 -1.45952 -0.50
C -1.61431 4.61848 -0.78241 -0.96
C -1.51131 4.06663 0.51570 1.39
C 2.08678 0.47189 -3.77351 -0.72
C -0.42155 2.63100 2.14409 -0.20
C 3.62464 3.76161 3.12223 -1.01
C -5.41760 0.17560 0.97342 -0.33
C 0.48011 2.75609 -0.22403 0.47
C 3.04729 2.67536 2.47461 -0.08
C -5.53422 0.53732 -0.33689 0.09
C 3.82337 4.89593 1.01744 -1.04
C -2.55432 -2.69697 -0.47402 0.40
C 3.83695 1.41434 -1.83691 -0.57
C -3.11958 0.67820 -0.50103 -0.90
C 3.23355 3.81492 0.37805 -0.76
C 4.58736 -2.40563 1.78430 -0.95
C 2.84900 2.68264 1.09628 0.88
H 0.61085 -5.44093 -3.59005 0.44
H 0.07932 -6.06435 2.82555 0.43
H 0.73449 -4.68172 4.77049 0.40
H -0.13252 -1.13216 2.54212 0.17
H 4.75063 0.96535 1.90003 0.48
H 0.62245 0.44989 -2.22555 -0.06
H -4.72777 -2.39742 -3.07327 0.37
H -0.79493 4.70007 -2.74153 0.45
H 0.32758 1.90614 2.41059 0.07
H -2.37957 -1.90937 -2.47402 0.50
H 1.00631 3.11546 -2.26298 0.49
H 2.74519 1.81336 3.05956 0.49
H -1.27506 2.58025 4.08919 0.42
H -1.06438 1.38877 -2.95192 0.29
H 4.53328 1.75092 -1.07656 0.40
H -5.34987 1.33741 -2.97629 0.41
H 0.63580 -2.21559 4.62682 0.46
H -6.30218 -0.04742 1.55470 0.47
H -0.66045 -4.98343 0.73348 0.44
H 3.76684 3.73509 4.19630 0.43
H 3.05447 3.86278 -0.69001 0.34
H -3.06116 -3.46151 1.46831 0.40
H -1.12637 -4.45081 -2.12784 0.51
H -3.08468 4.19303 3.53441 0.39
H 1.40244 0.08362 -4.52100 0.50
H 5.08491 -3.28860 2.16932 0.43
H 3.74641 0.60336 -5.13039 0.39
H 3.10861 -3.52804 0.68829 0.53
H -2.41259 5.32506 -0.99061 0.38
H 4.46725 5.72346 2.89606 0.40
H -6.23203 -3.45489 -1.41248 0.43
H 2.91898 -4.54785 -3.54947 0.43
H -3.21133 1.73771 -4.16492 0.50
H 3.50927 -2.67922 -2.01811 0.60
H -3.24261 5.12185 1.26175 0.42
H 5.91473 -1.02047 2.74394 0.43
H 4.11510 5.76608 0.44119 0.45
H 5.31087 1.43000 -3.39516 0.46
H -5.39441 -3.98482 0.85113 0.41
```

Values from the calculation:
energy above the lowest of the compared OMol25 structures with the same formula, charge and spin = 32.46 kcal/mol
multiplicity = 5
energy = -9418.97905 Ha
gap between HOMO and LUMO (alpha / beta) = 6.67 / 6.82 eV
E_HOMO (alpha / beta) = -6.67 / -6.97 eV
⟨S²⟩ = 6.02

---

Q: Among the records above, which one has the lowest energy?
A: C55H39Br2FeNO2P2

---

Q: Among the records above, which one has the highest energy?
A: C55H37Cl4LaN6O4S5

---

Q: Which of these has the highest energy above the lowest of the compared OMol25 structures with the same formula, charge and spin?
A: C55H37Cl4LaN6O4S5